Record 1
One molecule with the formula C4H6BrN in a non-equilibrium geometry. Source: OMol25; level of theory: ωB97M-V with the def2-TZVPD basis set.

As for the charge: 0. The structure (SMILES) is [H]/N=C(\C)C(=C)Br. For the energy above the lowest of the compared OMol25 structures with the same formula, charge and spin, the calculation gives 110.9 kJ/mol. The HOMO-LUMO gap comes out at 9.96 eV.

```
12
Properties=species:S:1:pos:R:3:mulliken_charge:R:1
C 0.593 1.747 -0.121 -0.77
C 1.005 0.512 0.026 0.19
C 0.145 -0.717 0.065 0.89
C -1.350 -0.503 0.181 -1.71
N 0.778 -1.759 -0.146 -0.57
Br 2.845 0.082 0.049 -0.13
H 1.145 2.554 -0.075 0.39
H -0.519 1.832 -0.200 0.15
H -1.573 0.088 -0.634 0.47
H -1.615 0.129 0.951 0.45
H -1.796 -1.357 -0.032 0.42
H 0.342 -2.608 -0.063 0.21
```

***

Record 2
One molecule with the formula CHIN2O2S in a non-equilibrium geometry. Source: OMol25; level of theory: ωB97M-V with the def2-TZVPD basis set.

As for the charge: 0. For the energy above the lowest of the compared OMol25 structures with the same formula, charge and spin, the calculation gives 202.1 kJ/mol. The HOMO-LUMO gap (alpha / beta) comes out at 6.23 / 6.23 eV.

```
8
Properties=species:S:1:pos:R:3:mulliken_charge:R:1
C 1.053 0.200 0.116 0.58
N 1.331 -0.947 0.343 -0.60
N -0.085 0.802 -0.424 -0.27
O -2.091 -2.148 0.456 -0.34
O -1.272 0.041 -0.272 -0.20
S -1.181 -1.578 -0.473 0.62
I 2.514 1.870 0.383 -0.06
H -0.268 1.760 -0.128 0.27
```

***

> charge of number 1 (C4H6BrN)?

0

***

> Which formula does entry 1 have?

C4H6BrN